This record from the Open Molecules 2025 dataset describes a structure of composition C27H42BrKN4O5SSi in a non-equilibrium geometry. The level of theory is ωB97M-V with the def2-TZVPD basis set.

ΔE to the lowest compared entry with this formula, charge and spin in kcal per mole: 56.3
LUMO in eV: 4.2
HOMO in Ha: -0.0657
E in hartree: -5511.01838
Charge: -2

Structure (XYZ):
```
82
Properties=species:S:1:pos:R:3:forces:R:3
Br 2.06750 -1.76230 1.24540 0.2 -0.6 0.2
K -0.36950 -0.10510 -1.02680 2.1 3.7 1.7
S 0.14900 0.14050 4.23880 0.2 -1.0 0.0
Si 3.29380 -3.49470 2.02640 0.2 0.1 0.2
O 0.51300 -2.01010 -1.49100 1.1 -1.6 -0.9
O 0.36690 -4.20130 -1.16800 0.1 -0.6 0.1
O -2.08470 -1.08190 0.12150 -0.9 -0.3 1.0
O -1.59410 -1.90170 -4.13800 0.1 -0.5 -0.4
O -1.59030 -0.05920 -2.88870 -0.8 0.8 -1.3
N -0.55900 2.17880 1.63790 -0.1 -0.7 -1.1
N -1.04420 2.56940 -1.12800 0.1 0.1 0.4
N 0.68100 2.63190 4.90450 0.0 0.2 0.2
N -0.35240 2.40530 2.89400 -0.1 1.6 0.9
C 4.05340 -1.43510 3.92490 -0.1 0.0 -0.2
C -1.66470 -3.01190 -1.10920 0.5 -0.5 -0.1
C 2.80510 -6.20270 2.97190 0.1 0.4 0.1
C -4.22540 -1.86390 -0.09940 0.0 0.2 0.0
C -3.40290 -2.89280 0.69750 0.1 -0.1 0.2
C -1.96650 -2.48010 0.29970 -0.1 -1.1 0.6
C 2.27320 -5.15970 1.98080 0.0 0.1 -0.1
C 4.42890 -3.49910 -0.59130 -0.2 0.0 0.1
C -3.10240 -1.13680 -0.86360 -1.2 0.1 -0.5
C 4.89190 -3.69910 4.46250 -0.1 -0.1 -0.3
C -1.75010 2.32980 1.15520 0.1 -0.1 1.5
C 2.49990 -3.09140 4.78040 -0.1 -0.1 -0.2
C 5.76440 -2.32070 1.08710 -0.2 -0.1 0.2
C 2.25060 -5.81730 0.59980 0.2 0.3 -0.1
C 3.71340 -2.92650 3.86270 0.0 -0.1 -0.2
C -2.65680 2.86570 -2.86710 -0.2 0.1 0.1
C -3.38970 2.53690 -0.63210 0.3 -0.1 0.3
C -1.79890 -1.27310 -3.09930 -0.9 -0.5 -0.2
C 0.17090 1.79350 3.89480 -0.3 -0.1 -0.1
C -0.11400 -3.06350 -1.30990 -0.5 -0.6 0.0
C -3.69640 2.74080 -1.95540 0.2 0.1 -0.3
C 0.81020 -4.84710 2.30410 0.0 0.2 0.0
C 5.73190 -4.79850 1.08420 -0.3 0.0 0.2
C 4.87560 -3.54700 0.87090 -0.1 0.1 0.1
C -1.36020 2.75820 -2.39150 -0.2 0.3 -0.4
C -2.03980 2.45020 -0.23700 -0.4 0.2 -0.9
C -2.53140 -2.05570 -1.95050 0.1 0.3 -0.5
H 2.18340 -4.12610 4.87590 -0.1 -0.1 0.0
H 0.69170 -4.21870 3.18040 -0.1 0.1 0.2
H -3.35660 -0.13710 -1.21730 0.1 -0.1 0.1
H 5.17470 -5.69990 0.84720 0.0 -0.2 0.0
H 0.59730 2.19260 5.81220 0.0 0.1 -0.2
H -2.84970 3.02970 -3.91520 0.0 -0.1 -0.1
H -4.73070 -1.16010 0.56890 0.0 -0.1 -0.1
H 4.89020 -1.17270 3.28830 0.2 0.1 -0.1
H -4.72800 2.80230 -2.28090 0.0 0.0 0.0
H 5.17710 -1.41200 0.99070 0.0 0.2 0.0
H -2.61590 2.43830 1.82050 0.3 0.1 0.1
H 3.84990 -6.43750 2.77660 0.2 -0.1 0.0
H 6.55130 -2.29520 0.33060 0.1 -0.1 -0.1
H 0.25890 -5.77490 2.46570 0.0 -0.2 0.0
H 3.19410 -0.84170 3.63140 -0.1 0.2 0.0
H -0.52540 2.86930 -3.07120 0.1 -0.1 -0.1
H -3.55320 -2.79080 1.77520 0.0 0.0 -0.1
H -1.98730 -4.05190 -1.22070 0.0 0.2 0.1
H -4.96370 -2.32130 -0.75710 0.0 0.0 -0.1
H 6.08150 -4.87610 2.11140 0.1 -0.1 0.2
H 5.81560 -3.46310 3.93930 0.2 0.0 0.0
H 2.74730 -2.72520 5.77820 0.1 0.1 0.1
H 5.30120 -3.51990 -1.24780 0.2 0.0 0.0
H 3.78710 -4.33140 -0.84960 -0.1 -0.1 -0.2
H 5.02070 -3.41570 5.50890 0.0 0.1 0.1
H 4.30660 -1.16660 4.95150 0.0 0.0 0.2
H 2.23010 -7.12460 2.86880 -0.1 -0.1 -0.1
H -1.21340 -2.71110 1.05190 0.0 0.1 0.0
H 0.36270 -4.34460 1.45110 -0.1 0.1 -0.1
H 3.23640 -6.14400 0.27720 0.1 -0.1 -0.1
H -3.32330 -2.61960 -2.45370 0.1 0.1 0.1
H 1.81510 -5.14930 -0.14230 0.0 0.0 -0.1
H 3.87460 -2.58750 -0.79210 -0.1 0.1 -0.1
H 6.60610 -4.76620 0.43060 0.1 0.0 -0.1
H 0.29710 3.56840 4.87520 0.0 -0.1 -0.1
H 2.71410 -5.87080 4.00210 0.0 0.0 0.2
H -3.61840 -3.92440 0.41460 0.0 0.0 0.0
H 4.73860 -4.77380 4.42170 0.0 -0.2 0.0
H 1.60840 -6.69900 0.64140 -0.1 -0.2 0.1
H -4.17010 2.44950 0.11460 0.0 0.0 0.0
H 6.24240 -2.33380 2.06380 0.1 0.1 0.1
H 1.67020 -2.49190 4.41520 -0.2 0.1 0.0
```
Forces are in eV/Å.

Charges computed using Löwdin, reported in e: 0.621, 0.875, 0.403, 0.524, -0.226, -0.042, -0.191, -0.013, -0.185, 0.033, 0.070, -0.013, -0.058, -0.134, -0.111, -0.105, -0.105, -0.097, -0.265, -0.604, -0.112, -0.291, -0.105, -0.144, -0.113, -0.119, -0.109, -0.625, -0.082, -0.054, -0.696, -1.013, -0.670, -0.092, -0.111, -0.099, -0.630, -0.175, -0.313, -0.112, 0.055, 0.059, 0.139, 0.056, 0.027, 0.093, 0.105, 0.052, 0.097, 0.067, 0.112, 0.064, 0.078, 0.085, 0.023, 0.109, 0.107, 0.141, 0.104, 0.061, 0.057, 0.083, 0.080, 0.063, 0.077, 0.082, 0.077, 0.149, 0.047, 0.057, 0.144, 0.044, 0.054, 0.077, 0.056, 0.053, 0.107, 0.059, 0.086, 0.103, 0.058, 0.039

This record from the Open Molecules 2025 dataset describes a structure of composition C27H42CdN13O in a non-equilibrium geometry. The level of theory is ωB97M-V with the def2-TZVPD basis set.

LUMO in eV: -1.5
HOMO in Ha: -0.3971
E in hartree: -2008.49016
Charge: +1

Structure (XYZ):
```
84
Properties=species:S:1:pos:R:3:forces:R:3
Cd -0.97437 0.28606 -0.23445 0.0 -0.2 0.0
O -0.56348 2.30562 -0.87577 -0.4 -0.8 0.4
N -2.07489 0.73975 1.98163 0.7 0.6 -3.2
N -3.80060 -2.33937 3.75618 -1.2 0.3 0.3
N 1.31161 -0.65976 -0.19730 2.2 -1.0 -0.7
N -4.29590 0.85147 -2.86762 -2.2 -1.5 0.5
N 2.56413 4.14601 -4.85176 -2.0 0.0 -0.2
N 5.37944 1.07262 0.41482 -1.2 -0.3 -0.1
N 2.23063 -3.06273 2.51764 1.0 3.1 0.6
N 1.36649 -4.64501 -0.24019 0.7 -2.0 0.5
N -5.71826 0.97976 1.90795 -0.5 -1.0 0.8
N -0.73946 -0.47124 -2.64233 1.0 0.6 -0.8
N 3.74386 0.94437 -2.76643 0.2 0.4 0.3
N -3.03802 -0.68997 -0.60258 1.7 0.4 0.0
N -0.99725 -1.81974 1.18811 0.8 7.0 -2.2
C 5.06820 3.92660 -4.23334 -0.9 -0.5 0.3
C -1.06447 -2.88776 1.43101 -0.8 -6.6 2.0
C -2.48651 0.47159 4.51216 -0.8 1.4 -1.0
C -6.41318 -2.12146 3.61754 1.4 -0.3 -0.4
C 2.56360 -1.95438 2.73042 -1.3 -3.0 -0.6
C 2.30988 -1.18963 -0.49186 -0.8 0.7 -0.2
C -4.13648 -0.92088 -0.73518 -2.4 -0.6 0.7
C 7.94876 1.65302 0.43997 -3.1 -0.8 1.0
C -4.68254 3.07142 0.87729 -1.7 0.3 -1.2
C -2.35925 2.48187 -3.36348 -1.2 -0.7 0.4
C -1.29695 -4.18952 1.99778 1.4 -1.5 1.9
C -4.94896 -2.19162 3.80410 1.0 -0.5 -0.5
C 3.61268 -1.88286 -0.85373 -1.1 1.7 2.5
C 1.98342 -7.06440 0.58340 -0.6 -0.5 0.3
C -5.22168 1.92858 1.52037 0.1 -0.7 -0.2
C 2.37418 2.37433 -1.16148 -0.6 2.1 -1.0
C -5.59576 -1.11419 -0.71095 0.0 0.8 -1.2
C -0.01913 0.03171 -3.39814 -0.3 -0.1 0.2
C -0.59312 3.29434 0.12302 -0.2 -1.9 1.0
C 3.20291 1.63747 -2.01965 0.9 -1.7 -1.7
C -3.50330 1.62597 -3.08332 1.7 1.0 -0.8
C 0.87811 0.78976 -4.28859 1.0 -0.3 0.8
C 6.49599 1.28350 0.33250 1.8 -0.1 -0.2
C 1.67560 -5.72316 0.07875 -0.6 1.7 -0.7
C -2.26374 0.60375 3.07978 -0.3 -0.7 2.8
C 2.92927 -0.57756 3.04741 1.7 -1.4 1.2
C 3.61602 4.02166 -4.44604 2.1 0.5 -0.1
H -3.96204 3.52561 1.47244 1.6 0.8 0.7
H 1.91492 0.39955 -4.31213 -0.7 0.0 0.5
H 2.48534 1.98938 -0.19469 0.2 0.0 1.7
H -6.04667 -0.23737 -0.18741 0.3 -0.8 -0.6
H 0.92845 1.81353 -3.93427 0.0 0.2 0.2
H 4.23538 -1.36222 -1.55058 0.0 0.7 -0.3
H 2.59053 3.45019 -1.33031 0.0 -0.5 0.8
H -1.87008 1.25940 4.92822 0.1 0.0 0.6
H -2.16022 -4.16896 2.67427 0.1 0.2 -0.3
H -5.55481 3.72791 0.82962 0.2 0.4 -0.3
H 3.77508 -0.26240 2.43965 0.1 0.1 0.1
H -2.19725 -0.50002 4.85815 -0.2 -0.5 0.2
H -6.62728 -1.10235 3.34749 -0.4 0.4 -0.2
H 5.18144 3.39781 -3.28533 0.5 0.5 0.2
H 1.33556 2.25610 -1.46076 -0.3 -0.2 0.1
H 3.37964 -2.82905 -1.19748 -0.6 -2.0 -0.7
H -5.93864 -2.03251 -0.27436 0.4 -0.4 0.6
H -0.46729 2.84786 1.16126 0.3 0.7 -0.9
H -2.78290 3.47924 -3.49523 0.8 0.1 -0.5
H -6.59753 -2.79685 2.76340 -0.4 0.3 0.6
H -1.82282 1.98894 -4.17880 0.0 0.8 -0.1
H -1.38827 -5.03049 1.31854 -0.1 0.3 -0.5
H 0.11237 4.05745 -0.08484 1.2 0.7 0.0
H 0.60191 0.84013 -5.31060 -0.9 -0.2 -0.9
H -3.55880 0.76507 4.61664 0.8 -0.7 0.5
H 5.57102 4.91237 -4.34250 -0.3 -0.9 0.2
H -4.38577 2.81858 -0.14523 0.3 0.1 0.3
H 3.06967 -7.25840 0.62696 -0.6 0.3 0.4
H 5.34557 3.18091 -4.97188 0.6 0.2 -0.3
H 8.15994 2.25413 -0.38725 0.7 1.2 -1.0
H 1.54792 -7.87436 -0.03100 0.1 0.7 -0.1
H 2.14957 0.08591 2.92068 -1.9 1.2 -0.6
H 3.15652 -0.54880 4.13511 0.3 0.0 -0.7
H -5.92590 -1.19488 -1.76482 0.1 0.5 0.5
H -1.52577 3.80775 0.18217 -1.2 0.4 -0.1
H 7.80356 2.17455 1.38817 1.4 0.3 0.0
H 4.11449 -1.99821 0.12701 0.0 0.0 -0.6
H -1.79878 2.38899 -2.43920 0.7 0.6 0.1
H -0.40379 -4.47629 2.66708 -1.1 0.7 -1.0
H 8.56500 0.77881 0.46068 0.3 -0.4 0.3
H 1.43136 -7.13762 1.55409 1.0 -0.1 -0.5
H -6.90814 -2.40542 4.52940 -0.4 -0.2 0.1
```
Forces are in eV/Å.

Charges computed using Löwdin, reported in e: 1.294, -0.539, 0.108, 0.147, 0.097, 0.154, 0.136, 0.142, 0.144, 0.141, 0.164, 0.099, 0.162, 0.079, 0.104, -0.062, -0.293, -0.046, -0.049, -0.269, -0.199, -0.260, -0.021, -0.044, -0.052, -0.070, -0.240, -0.025, -0.070, -0.293, -0.082, -0.055, -0.227, -0.290, -0.340, -0.288, -0.055, -0.248, -0.267, -0.275, -0.061, -0.308, 0.060, 0.073, 0.056, 0.067, 0.066, 0.050, 0.112, 0.085, 0.058, 0.103, 0.062, 0.065, 0.044, 0.054, 0.042, 0.032, 0.068, 0.060, 0.094, 0.095, 0.079, 0.072, 0.050, 0.075, 0.103, 0.101, 0.092, 0.090, 0.083, 0.058, 0.088, 0.043, 0.102, 0.086, 0.037, 0.093, 0.083, 0.024, 0.105, 0.078, 0.095, 0.077

> Which of these has the lowest HOMO?

C27H42CdN13O

> Among the records above, which one has the lowest LUMO?

C27H42CdN13O